{"formula": "C16H33ClP2Re", "method": "wB97M-V/def2-TZVPD", "elements": ["P", "P", "C", "C", "H", "H", "H", "H", "C", "H", "H", "H", "C", "H", "H", "H", "C", "H", "H", "H", "C", "H", "H", "H", "Re", "C", "C", "C", "C", "C", "C", "C", "C", "C", "H", "H", "H", "H", "H", "H", "H", "H", "H", "H", "H", "H", "H", "H", "H", "Cl", "C", "H", "H"], "coordinates": [[0.89, -3.47, 2.72], [1.47, 3.39, 1.83], [2.30, 1.19, 0.60], [2.40, 2.61, 0.32], [2.38, 0.45, -0.19], [2.44, 0.87, 1.63], [3.43, 3.00, 0.44], [1.97, 2.96, -0.63], [-0.12, 3.91, 1.05], [-0.40, 4.84, 1.57], [-0.91, 3.17, 1.18], [0.00, 4.12, -0.02], [2.31, 5.01, 1.71], [2.24, 5.38, 0.68], [3.35, 4.85, 2.01], [1.79, 5.65, 2.43], [0.30, -4.47, 1.18], [0.34, -5.55, 1.47], [0.95, -4.35, 0.25], [-0.73, -4.19, 0.83], [2.27, -2.71, 1.59], [2.37, -1.59, 1.64], [2.13, -2.93, 0.48], [3.23, -3.14, 2.00], [-1.14, -0.79, -0.09], [-0.78, 0.85, -1.05], [-2.20, 0.48, -1.02], [-2.83, -0.18, -2.23], [-2.22, -1.61, -2.52], [-1.27, -2.15, -1.45], [0.11, -1.66, -1.31], [0.66, -0.76, -2.38], [0.08, 0.71, -2.27], [-2.59, -1.92, 0.99], [-0.52, 1.69, -0.45], [-2.84, 1.15, -0.49], [-2.80, 0.48, -3.12], [-3.92, -0.30, -2.04], [-3.08, -2.31, -2.53], [-1.74, -1.62, -3.52], [-1.40, -3.20, -1.24], [0.78, -2.38, -0.89], [0.40, -1.16, -3.39], [1.76, -0.69, -2.33], [0.94, 1.39, -2.19], [-0.44, 1.03, -3.19], [-2.23, -2.17, 1.99], [-2.79, -2.87, 0.49], [-3.49, -1.28, 1.00], [-1.96, 0.92, 2.23], [-0.60, -0.12, 1.86], [0.31, 0.49, 1.90], [-0.59, -1.02, 2.46]], "lowdin_spin": [0.7095, 0.0023, 0.0058, 0.0021, 0.0026, 0.0002, 0.0003, 0.0000, 0.0013, 0.0002, 0.0002, 0.0005, 0.0002, 0.0001, 0.0000, 0.0001, 0.0826, 0.0144, -0.0007, 0.0167, 0.0803, 0.0103, -0.0005, 0.0196, 0.8710, 0.2420, 0.0644, 0.0149, 0.0142, 0.0856, 0.0987, 0.0415, 0.0459, 0.3188, 0.0233, 0.0079, 0.0023, 0.0000, 0.0003, 0.0027, 0.0124, 0.0059, 0.0074, 0.0007, 0.0015, 0.0096, 0.0261, 0.0267, 0.0212, 0.0033, 0.0571, 0.0160, 0.0307], "multiplicity": 4, "total_charge": 2, "lumo_energy_ev": [-9.807, -9.821], "homo_lumo_gap_ev": [3.586, 5.519], "fmax_ha_per_bohr": 0.13194}

=====

{"formula": "C16H33MnN5O3S2", "method": "wB97M-V/def2-TZVPD", "elements": ["Mn", "C", "C", "N", "C", "C", "N", "C", "C", "N", "H", "H", "H", "H", "H", "H", "H", "H", "H", "H", "H", "H", "H", "H", "H", "S", "C", "C", "N", "C", "H", "H", "H", "C", "S", "C", "O", "H", "H", "H", "H", "H", "H", "O", "C", "O", "C", "N", "C", "C", "C", "H", "H", "H", "H", "H", "H", "H", "H", "H"], "coordinates": [[-0.15, 0.04, 0.09], [-0.16, 1.24, 2.72], [-1.41, 1.85, 2.05], [-1.35, 1.63, 0.56], [-0.94, 2.89, -0.19], [-0.12, 2.49, -1.39], [0.85, 1.43, -0.98], [2.06, 1.87, -0.21], [1.73, 1.97, 1.26], [0.82, 0.84, 1.66], [-0.43, 0.35, 3.28], [0.32, 1.93, 3.41], [-1.50, 2.92, 2.23], [-2.31, 1.38, 2.44], [-2.29, 1.39, 0.24], [-0.38, 3.51, 0.50], [-1.83, 3.44, -0.48], [0.40, 3.34, -1.84], [-0.75, 2.04, -2.16], [1.18, 0.97, -1.83], [2.43, 2.82, -0.61], [2.83, 1.12, -0.38], [1.24, 2.91, 1.52], [2.64, 1.92, 1.86], [1.41, 0.07, 2.00], [-3.21, -2.41, 2.26], [-1.66, -2.74, 2.90], [-0.71, -2.02, 2.26], [-1.21, -1.20, 1.26], [-2.53, -1.33, 1.16], [-1.53, -3.44, 3.71], [0.35, -2.05, 2.46], [-3.13, -0.79, 0.44], [-3.13, -1.47, -2.80], [-1.43, -1.64, -2.30], [-0.60, -1.27, -3.83], [-1.19, -0.34, -1.42], [-3.31, -0.46, -3.17], [-3.77, -1.74, -1.96], [-3.28, -2.20, -3.60], [-0.77, -2.13, -4.49], [0.47, -1.19, -3.63], [-1.00, -0.36, -4.28], [1.20, -1.20, -0.37], [2.19, -1.73, 0.32], [2.43, -1.47, 1.48], [3.10, -2.66, -0.49], [4.01, -3.40, 0.46], [3.60, -4.86, 0.42], [3.17, -5.04, -1.02], [2.42, -3.74, -1.35], [3.74, -1.99, -1.08], [3.97, -2.99, 1.40], [4.98, -3.32, 0.15], [2.78, -4.98, 1.13], [4.44, -5.47, 0.74], [2.54, -5.92, -1.14], [4.04, -5.17, -1.67], [1.37, -3.82, -1.09], [2.50, -3.49, -2.41]], "lowdin_spin": [3.1174, -0.0034, -0.0025, -0.0663, -0.0016, -0.0035, -0.0688, -0.0032, -0.0024, -0.0791, -0.0001, -0.0030, -0.0020, 0.0001, 0.0016, 0.0002, -0.0018, -0.0028, 0.0000, 0.0013, -0.0023, 0.0002, 0.0002, -0.0023, 0.0022, 0.0078, 0.0005, 0.0023, -0.0260, 0.0107, -0.0001, 0.0001, 0.0001, -0.0009, 0.0153, 0.0045, 0.0524, 0.0002, -0.0001, -0.0001, 0.0007, 0.0000, 0.0002, 0.0372, 0.0061, 0.0135, -0.0026, -0.0007, 0.0000, 0.0002, 0.0004, 0.0002, 0.0000, -0.0001, 0.0000, 0.0000, 0.0000, 0.0000, 0.0001, -0.0001], "multiplicity": 4, "total_charge": 4, "lumo_energy_ev": [-14.439, -13.889], "homo_lumo_gap_ev": [7.301, 7.836], "fmax_ha_per_bohr": 0.00760}